# 1
{"formula": "C23H27N4O6", "method": "ωB97M-V with the def2-TZVPD basis set", "de_lowest_ev": 0.4728, "gap_ev": 7.2061, "e_lumo_ev": -3.738, "total_energy_ev": -42522.8018, "charge": 1, "species": ["C", "C", "C", "O", "O", "C", "C", "C", "C", "C", "C", "N", "C", "N", "C", "N", "N", "H", "H", "H", "H", "H", "H", "H", "H", "H", "H", "H", "H", "H", "H", "H", "H", "H", "H", "H", "C", "C", "C", "O", "C", "C", "C", "O", "H", "H", "H", "H", "C", "C", "C", "O", "C", "C", "C", "O", "H", "H", "H", "H"], "xyz": [[3.011, -2.484, -0.139], [2.653, -1.194, -0.337], [2.727, -0.143, 0.724], [3.783, 0.177, 1.226], [1.563, 0.417, 1.176], [1.119, 1.542, 0.382], [0.157, 1.092, -0.711], [-1.247, 0.781, -0.145], [-2.273, 1.860, -0.509], [-3.591, 1.625, 0.282], [-4.668, 0.930, -0.559], [-4.399, -0.511, -0.608], [-4.071, -1.298, -1.601], [-3.873, -2.562, -1.194], [-4.114, -2.524, 0.105], [-4.046, -3.527, 0.986], [-4.462, -1.272, 0.517], [2.315, -3.277, -0.387], [4.009, -2.714, 0.226], [2.263, -0.899, -1.313], [0.671, 2.272, 1.056], [2.006, 1.999, -0.062], [0.548, 0.165, -1.092], [0.108, 1.813, -1.521], [-1.140, 0.687, 0.940], [-1.588, -0.197, -0.501], [-1.888, 2.817, -0.160], [-2.462, 1.864, -1.581], [-3.308, 1.029, 1.151], [-4.011, 2.555, 0.662], [-4.647, 1.296, -1.583], [-5.675, 1.137, -0.196], [-3.963, -1.007, -2.632], [-3.767, -4.426, 0.634], [-4.290, -3.390, 1.947], [-4.712, -0.904, 1.420], [3.660, 3.209, 6.200], [3.961, 2.173, 6.979], [3.867, 0.779, 6.476], [4.138, -0.165, 7.186], [3.427, 0.586, 5.073], [3.126, 1.621, 4.294], [3.219, 3.013, 4.796], [2.945, 3.957, 4.085], [3.721, 4.232, 6.547], [4.284, 2.294, 8.005], [3.366, -0.437, 4.725], [2.804, 1.498, 3.268], [0.087, -1.810, -4.151], [0.084, -2.643, -5.188], [0.727, -2.271, -6.476], [0.722, -3.028, -7.418], [1.372, -0.936, -6.557], [1.373, -0.105, -5.518], [0.731, -0.477, -4.236], [0.732, 0.280, -3.283], [-0.376, -2.062, -3.204], [-0.380, -3.621, -5.147], [1.835, -0.684, -7.502], [1.837, 0.872, -5.558]], "nbo_charge": [-0.330, -0.307, 0.760, -0.531, -0.551, -0.070, -0.426, -0.397, -0.401, -0.416, -0.226, -0.129, 0.282, -0.477, 0.578, -0.762, -0.374, 0.203, 0.223, 0.215, 0.197, 0.197, 0.235, 0.224, 0.205, 0.177, 0.226, 0.201, 0.204, 0.239, 0.239, 0.233, 0.250, 0.439, 0.421, 0.450, -0.233, -0.230, 0.486, -0.487, -0.239, -0.222, 0.477, -0.498, 0.234, 0.235, 0.231, 0.242, -0.248, -0.208, 0.468, -0.455, -0.212, -0.235, 0.490, -0.534, 0.219, 0.237, 0.244, 0.239]}


# 2
{"formula": "C34H82O3P", "method": "ωB97M-V with the def2-TZVPD basis set", "gap_ev": 6.5685, "e_lumo_ev": 2.258, "total_energy_ev": -52020.1420, "charge": -1, "species": ["C", "C", "O", "C", "C", "O", "P", "O", "H", "H", "H", "H", "H", "H", "H", "H", "H", "H", "H", "H", "C", "C", "C", "C", "C", "C", "H", "H", "H", "H", "H", "H", "H", "H", "H", "H", "H", "H", "H", "H", "C", "C", "C", "C", "C", "C", "H", "H", "H", "H", "H", "H", "H", "H", "H", "H", "H", "H", "H", "H", "C", "C", "C", "C", "C", "C", "H", "H", "H", "H", "H", "H", "H", "H", "H", "H", "H", "H", "H", "H", "C", "C", "C", "C", "C", "C", "H", "H", "H", "H", "H", "H", "H", "H", "H", "H", "H", "H", "H", "H", "C", "C", "C", "C", "C", "C", "H", "H", "H", "H", "H", "H", "H", "H", "H", "H", "H", "H", "H", "H"], "xyz": [[3.406, 0.754, -2.618], [2.478, 1.437, -3.622], [1.195, 1.728, -3.121], [0.458, 0.585, -2.729], [-1.019, 0.863, -2.649], [-1.548, -0.400, -2.290], [-0.630, -1.718, -3.065], [0.610, -0.485, -3.571], [4.147, 0.152, -3.152], [3.945, 1.479, -2.004], [2.858, 0.076, -1.962], [2.412, 0.836, -4.533], [2.900, 2.407, -3.899], [0.764, 0.300, -1.701], [-1.437, 1.158, -3.620], [-1.249, 1.595, -1.865], [-1.581, -2.686, -2.572], [-1.395, -1.447, -4.271], [0.100, -2.757, -3.766], [0.184, -1.897, -1.878], [-1.821, 4.250, 3.354], [-1.100, 3.052, 2.743], [-1.339, 2.898, 1.242], [-2.791, 2.642, 0.843], [-3.431, 1.422, 1.503], [-2.694, 0.120, 1.209], [-2.904, 4.163, 3.249], [-1.601, 4.339, 4.420], [-1.509, 5.178, 2.869], [-1.395, 2.137, 3.265], [-0.024, 3.162, 2.909], [-0.719, 2.080, 0.865], [-0.985, 3.799, 0.731], [-2.816, 2.512, -0.243], [-3.406, 3.523, 1.056], [-4.459, 1.346, 1.141], [-3.500, 1.568, 2.587], [-2.623, -0.071, 0.135], [-3.205, -0.730, 1.667], [-1.677, 0.141, 1.608], [-3.890, -2.573, -6.658], [-2.603, -2.119, -7.339], [-2.534, -0.610, -7.561], [-3.620, -0.043, -8.478], [-3.670, -0.659, -9.875], [-2.391, -0.447, -10.679], [-4.773, -2.346, -7.261], [-3.880, -3.649, -6.483], [-4.001, -2.081, -5.690], [-2.479, -2.652, -8.288], [-1.757, -2.405, -6.710], [-1.548, -0.355, -7.958], [-2.599, -0.114, -6.590], [-3.466, 1.037, -8.574], [-4.599, -0.164, -8.004], [-4.511, -0.219, -10.422], [-3.883, -1.729, -9.803], [-2.176, 0.618, -10.793], [-2.477, -0.880, -11.678], [-1.532, -0.911, -10.193], [-9.237, -1.633, 4.280], [-9.319, -0.712, 3.066], [-8.047, -0.704, 2.219], [-6.793, -0.214, 2.945], [-6.902, 1.192, 3.535], [-7.145, 2.274, 2.487], [-8.445, -1.327, 4.965], [-10.174, -1.628, 4.840], [-9.036, -2.661, 3.973], [-9.556, 0.305, 3.394], [-10.154, -1.027, 2.435], [-8.217, -0.092, 1.330], [-7.860, -1.718, 1.852], [-5.955, -0.238, 2.242], [-6.533, -0.915, 3.743], [-5.972, 1.414, 4.065], [-7.695, 1.225, 4.288], [-6.343, 2.278, 1.749], [-7.181, 3.263, 2.948], [-8.087, 2.126, 1.957], [1.421, -0.709, 1.019], [1.684, 0.281, 2.151], [3.121, 0.796, 2.186], [4.181, -0.281, 2.418], [4.013, -1.091, 3.701], [4.108, -0.248, 4.969], [2.033, -1.607, 1.116], [0.379, -1.028, 1.002], [1.635, -0.260, 0.048], [1.421, -0.174, 3.112], [1.015, 1.138, 2.033], [3.207, 1.567, 2.960], [3.339, 1.297, 1.238], [5.166, 0.198, 2.433], [4.193, -0.966, 1.566], [4.790, -1.862, 3.730], [3.059, -1.624, 3.685], [5.071, 0.267, 5.020], [4.011, -0.867, 5.862], [3.323, 0.509, 5.008], [7.731, -1.619, 1.906], [8.010, -0.643, 3.045], [9.457, -0.153, 3.091], [10.499, -1.250, 3.318], [10.297, -2.071, 4.591], [10.378, -1.243, 5.870], [8.330, -2.527, 1.999], [6.682, -1.918, 1.901], [7.954, -1.163, 0.939], [7.737, -1.104, 3.998], [7.357, 0.225, 2.932], [9.550, 0.606, 3.873], [9.688, 0.356, 2.150], [11.490, -0.787, 3.348], [10.510, -1.927, 2.459], [11.061, -2.853, 4.624], [9.336, -2.590, 4.553], [11.345, -0.741, 5.947], [10.256, -1.872, 6.753], [9.601, -0.478, 5.904]], "mulliken_charge": [-0.818, -0.294, -0.443, 0.931, 0.182, -0.428, 0.098, -0.483, 0.315, 0.272, 0.169, 0.271, 0.362, -0.603, 0.188, -0.152, 0.017, -0.494, 0.071, -0.099, -1.498, -0.328, -0.159, -1.065, 0.238, -1.078, 0.291, 0.421, 0.312, 0.275, 0.416, -0.157, 0.486, 0.379, 0.404, 0.081, 0.190, 0.328, 0.435, -0.005, -1.221, -0.534, -0.321, -0.832, -0.372, -1.187, 0.328, 0.380, 0.251, 0.372, 0.414, 0.328, 0.137, 0.390, 0.328, 0.359, 0.231, 0.289, 0.376, 0.285, -1.188, -0.404, -0.862, -0.154, -0.502, -1.100, 0.284, 0.380, 0.290, 0.228, 0.372, 0.341, 0.397, -0.028, 0.382, 0.370, 0.367, 0.189, 0.373, 0.328, -1.076, 0.797, -1.234, 0.023, -0.509, -1.259, 0.425, 0.476, -0.152, 0.335, -0.696, 0.433, 0.377, -0.181, 0.409, 0.412, 0.354, 0.252, 0.403, 0.310, -1.152, 0.069, -0.971, -0.786, -0.343, -1.201, 0.349, 0.289, 0.284, 0.151, 0.245, 0.346, 0.429, 0.414, 0.302, 0.376, 0.249, 0.298, 0.374, 0.285]}


# 3
{"formula": "C3H3P", "method": "ωB97M-V with the def2-TZVPD basis set", "de_lowest_ev": 3.7879, "gap_ev": [8.1241, 7.8606], "e_lumo_ev": [-1.118, -0.718], "total_energy_ev": -12441.2024, "charge": 0, "species": ["C", "C", "C", "P", "H", "H", "H"], "xyz": [[-2.197, 0.588, 0.363], [-1.157, 0.039, 0.058], [0.020, -0.509, -0.294], [0.686, -1.670, -1.249], [-3.111, 1.039, 0.602], [1.471, 0.727, 0.736], [2.044, -1.424, -1.007]], "nbo_charge": [-0.108, -0.172, -0.448, 0.474, 0.234, 0.047, -0.026]}


# 4
{"formula": "C4H8N2O2", "method": "ωB97M-V with the def2-TZVPD basis set", "de_lowest_ev": 4.2698, "gap_ev": 9.2718, "e_lumo_ev": 0.450, "total_energy_ev": -11349.8429, "charge": 0, "species": ["C", "C", "C", "N", "O", "C", "N", "O", "H", "H", "H", "H", "H", "H", "H", "H"], "xyz": [[-0.858, -1.435, 1.020], [0.143, -0.447, 0.464], [1.586, -0.922, 0.513], [-0.174, 0.848, 0.823], [0.680, 1.659, -0.130], [-0.074, 1.306, -1.170], [-0.986, 2.181, -1.618], [-0.077, 0.077, -1.540], [-1.873, -1.047, 0.929], [-0.761, -2.391, 0.502], [-0.661, -1.594, 2.082], [1.711, -1.769, -0.167], [2.273, -0.131, 0.213], [1.824, -1.257, 1.524], [-1.173, 2.998, -1.058], [-1.582, 1.923, -2.387]], "nbo_charge": [-0.684, 0.420, -0.681, -0.302, -0.451, 0.916, -0.790, -0.655, 0.235, 0.229, 0.242, 0.223, 0.240, 0.227, 0.417, 0.415]}


# 5
{"formula": "C3H8Br2Si", "method": "ωB97M-V with the def2-TZVPD basis set", "de_lowest_ev": 5.5094, "gap_ev": 7.6576, "e_lumo_ev": 0.129, "total_energy_ev": -151199.8859, "charge": 0, "species": ["C", "C", "C", "Si", "Br", "Br", "H", "H", "H", "H", "H", "H", "H", "H"], "xyz": [[1.738, -0.381, -0.491], [-1.334, 0.074, -1.652], [-0.651, 1.365, 2.351], [-0.157, -0.918, -0.454], [1.320, 1.669, 2.793], [-0.901, -0.598, 1.848], [2.216, -0.936, -1.333], [1.690, 0.643, -0.645], [2.126, -0.742, 0.511], [-1.104, -0.208, -2.607], [-2.325, -0.153, -1.534], [-1.214, 1.098, -1.506], [-0.991, 1.600, 3.406], [-0.414, -2.513, -0.687]], "nbo_charge": [-1.049, -1.044, -0.613, 1.229, -0.142, 0.095, 0.246, 0.244, 0.265, 0.235, 0.243, 0.248, 0.178, -0.137]}


Number 1: molar mass 455.491 g/mol. Number 2: molar mass 570.001 g/mol. Number 3: molar mass 70.031 g/mol. Number 4: molar mass 116.120 g/mol. Number 5: molar mass 231.991 g/mol.